Entry 1:
Below is a cluster of 2 separate species, C5H10ClN in total in a non-equilibrium geometry, with properties calculated with ωB97M-V with the def2-TZVPD basis set.

Calculated values
⟨S²⟩	2.031
HOMO (spin up / spin down)	-7.059 / -9.776	eV
orbital gap (spin up / spin down)	7.959 / 8.633	eV
2S+1	3
total charge	0

Each line ends with the Mulliken charge.
CARTESIAN COORDINATES (ANGSTROEM)
C 0.23743 -1.60211 -0.11025  -1.1193
C -0.40404 -0.54196 0.44122  0.7768
C -1.62315 -0.67251 1.28646  -1.4816
C 1.73838 1.00732 0.12632  -1.2883
C 0.27349 0.72275 0.35183  0.4374
N -0.33248 0.88065 -1.99365  -0.4518
Cl -0.51651 2.18196 0.70109  -0.1898
H 0.94959 -1.51772 -0.87285  0.3326
H -0.45693 -2.35841 -0.30486  0.3886
H -1.52983 0.03579 2.10969  0.3614
H -2.54338 -0.32219 0.74827  0.2953
H -1.86021 -1.67965 1.69457  0.3910
H 1.93889 2.10646 -0.03194  0.3681
H 2.11110 0.39317 -0.69088  0.3054
H 2.12104 0.77303 1.05019  0.3859
H -0.71058 -0.02355 -2.08369  0.2616
H 0.60720 0.61700 -2.42152  0.2266

=====

Entry 2:
Below is the molecule C7H10N4O4 in a non-equilibrium geometry, with properties calculated with ωB97M-V with the def2-TZVPD basis set.

Calculated values
HOMO	-8.436	eV
SMILES	O=C1NN2CCOCN[C@@H]3[C@H]2[C@]13[N+](=O)[O-]
orbital gap	8.642	eV
total charge	0

Each line ends with the Mulliken charge.
CARTESIAN COORDINATES (ANGSTROEM)
O 2.50916 2.34305 -0.35355  -0.6405
C 1.83796 1.38578 -0.07857  0.3559
N 1.02567 1.29799 0.92954  -0.0416
N 0.60043 0.10022 1.42502  -0.0465
C -0.69929 -0.09822 2.09709  -0.8764
C -2.00706 0.15839 1.21686  -0.4718
O -2.22661 -0.74071 0.17716  -0.3838
C -2.15520 -0.32911 -1.16131  -0.3699
N -0.86976 0.29139 -1.33516  -0.3032
C 0.27742 -0.59727 -1.09848  -0.5824
C 0.81983 -0.78643 0.26535  -0.1688
C 1.68948 -0.11117 -0.75184  0.0336
N 2.90147 -0.67345 -1.32770  0.9919
O 3.85834 -0.37344 -0.66531  -0.5652
O 2.79366 -1.25832 -2.39230  -0.6032
H 0.76301 2.12484 1.61024  0.3045
H -0.76248 0.45096 2.97482  0.4857
H -0.69778 -1.11062 2.52864  0.3430
H -2.85294 -0.03515 1.85855  0.4363
H -2.02754 1.15996 0.88372  0.3557
H -2.88026 0.41383 -1.49549  0.3147
H -2.52695 -1.18393 -1.79325  0.2640
H -0.70201 0.71492 -2.21814  0.2958
H 0.26230 -1.30246 -1.86344  0.5616
H 1.06916 -1.84104 0.56756  0.3107

=====

Please write out number 2 again, unchanged.
Below is the molecule C7H10N4O4 in a non-equilibrium geometry, with properties calculated with ωB97M-V with the def2-TZVPD basis set.

Calculated values
HOMO	-8.436	eV
SMILES	O=C1NN2CCOCN[C@@H]3[C@H]2[C@]13[N+](=O)[O-]
orbital gap	8.642	eV
total charge	0

Each line ends with the Mulliken charge.
CARTESIAN COORDINATES (ANGSTROEM)
O 2.50916 2.34305 -0.35355  -0.6405
C 1.83796 1.38578 -0.07857  0.3559
N 1.02567 1.29799 0.92954  -0.0416
N 0.60043 0.10022 1.42502  -0.0465
C -0.69929 -0.09822 2.09709  -0.8764
C -2.00706 0.15839 1.21686  -0.4718
O -2.22661 -0.74071 0.17716  -0.3838
C -2.15520 -0.32911 -1.16131  -0.3699
N -0.86976 0.29139 -1.33516  -0.3032
C 0.27742 -0.59727 -1.09848  -0.5824
C 0.81983 -0.78643 0.26535  -0.1688
C 1.68948 -0.11117 -0.75184  0.0336
N 2.90147 -0.67345 -1.32770  0.9919
O 3.85834 -0.37344 -0.66531  -0.5652
O 2.79366 -1.25832 -2.39230  -0.6032
H 0.76301 2.12484 1.61024  0.3045
H -0.76248 0.45096 2.97482  0.4857
H -0.69778 -1.11062 2.52864  0.3430
H -2.85294 -0.03515 1.85855  0.4363
H -2.02754 1.15996 0.88372  0.3557
H -2.88026 0.41383 -1.49549  0.3147
H -2.52695 -1.18393 -1.79325  0.2640
H -0.70201 0.71492 -2.21814  0.2958
H 0.26230 -1.30246 -1.86344  0.5616
H 1.06916 -1.84104 0.56756  0.3107